C36H80B2F8N4 | the ωB97M-V functional and the def2-TZVPD basis

```
130
Properties=species:S:1:pos:R:3:forces:R:3
C -9.3442 -18.9465 -4.0957 0.1 -0.5 -0.8
C -8.1587 -19.5100 -4.9013 -0.2 0.4 -0.3
C -6.8793 -19.4001 -4.0795 -0.3 -0.7 -0.4
N -5.6544 -19.9393 -4.7645 0.4 -0.2 -0.8
C -5.8790 -21.2681 -5.4580 0.8 0.0 0.6
C -6.1280 -22.3947 -4.4620 -0.7 0.0 -0.1
C -5.0049 -22.5832 -3.4411 0.4 1.3 -0.8
C -4.7652 -21.2085 -2.7903 0.5 -0.1 1.0
C -4.4824 -20.1234 -3.7874 -1.8 0.4 -0.7
C -5.1878 -18.9755 -5.8032 -1.5 0.6 -0.1
H -10.2835 -19.3049 -4.5169 0.1 -0.1 -0.1
H -9.3761 -17.8663 -4.2090 0.1 0.1 0.6
H -9.3013 -19.3275 -3.0775 -0.1 0.5 0.2
H -8.0589 -18.9385 -5.8276 -0.1 0.0 0.0
H -8.3698 -20.5339 -5.2078 0.1 -0.1 0.3
H -7.0204 -20.0192 -3.1996 0.1 0.3 0.3
H -6.6676 -18.3611 -3.8386 0.0 0.0 0.3
H -6.6519 -21.2138 -6.2196 -0.1 0.4 0.2
H -4.9314 -21.4083 -5.9862 0.0 -0.4 0.0
H -7.0409 -22.2236 -3.8798 -0.1 0.2 -0.3
H -6.3797 -23.2424 -5.1056 0.4 -0.3 0.4
H -5.2749 -23.2991 -2.6724 0.2 -0.3 -0.2
H -4.0816 -22.8044 -3.9848 0.0 -0.6 0.2
H -5.5697 -20.9982 -2.0812 -0.1 0.3 -0.3
H -3.8765 -21.1448 -2.1492 0.0 -0.7 0.0
H -4.3972 -19.1216 -3.3708 0.5 -0.1 0.3
H -3.6573 -20.3655 -4.4450 0.5 0.0 0.1
H -6.0571 -18.7464 -6.4250 0.2 -0.3 -0.2
H -4.4038 -19.4021 -6.4123 0.4 0.1 0.2
H -4.9796 -18.0198 -5.3262 0.6 -0.2 0.1
C 5.1372 -17.6334 -9.2170 -0.6 -0.5 1.0
C 4.1579 -18.0171 -8.0861 0.8 0.4 0.6
C 4.2313 -19.5012 -7.7688 -0.7 -0.5 -0.8
N 3.0379 -20.0515 -7.0190 -0.8 -0.3 0.0
C 3.1692 -21.5511 -7.0130 1.6 -0.9 1.3
C 2.2962 -22.3106 -5.9984 -0.5 1.5 -0.7
C 2.3858 -21.6783 -4.6189 -0.4 -0.9 0.3
C 2.1399 -20.1961 -4.6773 -1.2 1.2 0.0
C 3.0675 -19.4617 -5.6287 0.4 -1.0 0.5
C 1.7284 -19.7231 -7.6771 0.3 0.6 0.5
H 5.3126 -16.5654 -9.1413 0.1 0.1 -0.4
H 4.6994 -17.9312 -10.1653 0.3 0.1 -0.2
H 6.0723 -18.1622 -9.0314 0.1 0.1 -0.3
H 3.1651 -17.6203 -8.2888 0.0 -0.3 -0.2
H 4.4889 -17.5105 -7.1729 -0.1 0.2 -0.1
H 5.0975 -19.7516 -7.1592 0.1 0.2 0.1
H 4.3056 -20.1318 -8.6574 -0.1 0.3 -0.2
H 4.2173 -21.6601 -6.7074 0.0 -0.4 0.0
H 3.0993 -21.9975 -8.0016 -0.4 0.6 -0.3
H 2.5175 -23.3747 -6.0176 0.3 0.0 0.0
H 1.2621 -22.1956 -6.3358 0.3 -0.3 0.1
H 3.3241 -21.9054 -4.1052 0.1 0.1 -0.1
H 1.5867 -22.1401 -4.0294 0.1 0.1 0.2
H 2.1318 -19.7535 -3.6770 0.8 0.1 0.0
H 1.1140 -19.9218 -4.9616 -0.1 -0.7 -0.3
H 4.0784 -19.6138 -5.2439 0.2 0.3 -0.3
H 2.8520 -18.4059 -5.7488 0.0 0.1 0.2
H 1.7062 -20.1759 -8.6608 0.0 0.3 -0.1
H 1.6482 -18.6405 -7.6513 -0.2 0.0 -0.4
H 0.9170 -20.1196 -7.0740 0.1 -0.2 -0.1
C -0.5718 -25.4745 -9.4117 0.3 0.0 -0.3
C -1.1483 -24.1876 -9.9376 0.0 0.8 -0.9
C -2.6610 -24.1814 -10.0134 -0.1 0.1 0.0
N -3.2040 -22.9671 -10.7414 -0.4 -0.5 -0.3
C -2.5967 -22.8929 -12.1305 0.6 0.1 0.0
C -3.3103 -21.9122 -13.0474 0.7 0.0 -0.1
C -4.7980 -22.1825 -13.1265 0.5 0.6 0.0
C -5.3684 -22.1156 -11.7139 0.1 0.0 -0.6
C -4.6947 -23.1705 -10.8528 -0.7 0.3 0.7
C -2.9054 -21.7084 -10.0094 -0.3 0.0 0.4
H -0.6158 -26.2474 -10.1833 -0.6 -0.2 0.2
H -1.0810 -25.7575 -8.4929 0.2 -0.3 0.1
H 0.5082 -25.3740 -9.2899 -0.1 0.2 0.5
H -0.7172 -24.0183 -10.9252 -0.1 -0.1 0.0
H -0.8579 -23.2906 -9.3925 0.3 -0.4 0.4
H -3.0930 -24.1625 -9.0098 0.0 0.1 0.0
H -3.1120 -25.0239 -10.5399 0.4 -0.2 -0.1
H -2.5743 -23.9146 -12.5135 -0.3 0.0 -0.1
H -1.5600 -22.5863 -11.9898 -0.1 0.1 -0.1
H -2.8240 -21.9588 -14.0245 -0.1 -0.3 0.0
H -3.0548 -20.8959 -12.7315 -0.4 0.0 0.2
H -4.9283 -23.1717 -13.5715 -0.3 0.0 0.0
H -5.2487 -21.4211 -13.7626 -0.2 -0.2 -0.1
H -6.4531 -22.1993 -11.7845 0.0 -0.4 0.5
H -5.1683 -21.1283 -11.2930 -0.1 0.0 -0.1
H -4.8964 -24.1828 -11.2006 0.3 0.0 -0.3
H -5.0790 -23.1455 -9.8300 0.1 0.1 0.0
H -3.4135 -21.7018 -9.0464 0.0 -0.3 0.1
H -3.3251 -20.9015 -10.5952 0.5 0.3 0.0
H -1.8363 -21.6285 -9.8379 0.0 0.3 -0.3
C -1.8487 -23.3881 -2.0912 -0.3 0.2 -1.3
C -1.1415 -24.6327 -2.6941 -0.6 0.6 1.3
C -1.7422 -25.1930 -3.9843 -0.1 -0.4 0.7
N -0.8186 -26.2011 -4.6502 0.0 1.2 -1.8
C -1.5281 -26.7778 -5.8890 0.2 -1.3 0.5
C -0.6343 -27.8501 -6.5994 -0.4 1.4 0.5
C -0.2265 -28.9204 -5.5882 0.2 0.3 -0.4
C 0.5074 -28.2779 -4.4107 -0.5 -1.5 0.0
C -0.3366 -27.2551 -3.7215 -0.1 0.6 0.8
C 0.3189 -25.3923 -5.2486 0.0 0.5 1.7
H -2.9267 -23.5395 -2.0174 0.1 -0.2 0.3
H -1.7265 -22.5245 -2.7481 0.1 0.0 -0.1
H -1.4502 -23.1039 -1.1215 0.1 -0.3 0.1
H -1.2719 -25.3584 -1.8867 0.4 -0.3 -0.3
H -0.0870 -24.3679 -2.7564 0.0 -0.2 -0.2
H -2.0013 -24.4301 -4.7135 0.3 -0.2 0.0
H -2.6560 -25.7368 -3.7371 0.0 -0.1 0.0
H -2.4320 -27.2744 -5.5286 -0.1 0.2 0.1
H -1.7942 -25.9206 -6.4994 0.0 0.0 0.0
H -1.1491 -28.2087 -7.4907 -0.2 -0.2 0.2
H 0.2151 -27.2851 -6.9949 0.2 -0.4 0.0
H -1.0908 -29.4611 -5.1939 -0.1 0.0 -0.2
H 0.4343 -29.6542 -6.0469 -0.1 0.0 -0.1
H 0.6165 -29.1000 -3.6968 0.5 0.3 0.1
H 1.4918 -27.9428 -4.7246 0.1 0.2 0.2
H -1.2169 -27.6750 -3.2243 -0.1 -0.2 -0.4
H 0.1902 -26.7724 -2.8939 0.2 0.1 -0.3
H 1.1209 -26.0253 -5.5912 -0.2 -0.1 -0.6
H 0.7328 -24.8142 -4.4211 0.1 0.0 -0.1
H -0.1142 -24.6611 -5.9260 0.3 -0.4 -0.4
B 0.9259 -21.2541 -11.0832 0.5 1.0 -0.1
F -0.2281 -20.4390 -11.2461 -0.1 -0.5 0.0
F 2.0611 -20.4981 -11.4611 -0.5 -0.5 0.3
F 1.0258 -21.5569 -9.6848 -0.1 -0.5 -0.4
F 0.8125 -22.4358 -11.8193 -0.1 0.1 0.1
B -1.4460 -22.4886 -6.4448 -0.3 0.1 -0.2
F -2.2381 -23.6296 -6.7904 0.0 0.2 0.1
F -2.2236 -21.3229 -6.5337 -0.4 0.0 0.1
F -1.0189 -22.6538 -5.1034 0.2 0.3 -0.3
F -0.3791 -22.3971 -7.3297 -0.2 -0.1 0.2
```
Positions in Å, forces in eV/Å.

Computed properties:
Spin multiplicity: 1
Charge: +2
Gap between HOMO and LUMO, eV: 10.80
Lowest unoccupied orbital energy, eV: -3.84
Highest occupied orbital energy, eV: -14.65

---

C36H80Cl20O8 | the ωB97M-V functional and the def2-TZVPD basis

```
144
Properties=species:S:1:pos:R:3:forces:R:3
C 2.4698 -16.7656 9.5016 0.6 -0.9 -0.1
O 2.5698 -17.9638 10.2941 0.3 1.4 1.1
C 2.6148 -17.7554 11.7478 -1.9 -1.8 -1.2
C 3.0010 -19.1141 12.3691 0.5 0.8 0.5
O 2.2114 -20.2672 12.0292 1.0 1.0 -0.5
C 2.7883 -21.3860 12.6424 -0.4 -1.2 0.9
H 1.5788 -16.1618 9.6739 -0.1 -0.1 0.2
H 2.5021 -17.0880 8.4609 -0.5 -0.2 0.0
H 3.3681 -16.1509 9.5580 0.1 0.2 0.6
H 1.6087 -17.5503 12.1135 -0.4 0.2 -0.3
H 3.1910 -16.9030 12.1078 0.7 -0.3 -0.3
H 2.9510 -19.0163 13.4535 -0.2 0.3 0.3
H 4.0752 -19.1959 12.2036 0.1 -0.9 -0.6
H 2.7273 -21.3256 13.7290 0.4 0.5 0.4
H 3.8093 -21.6539 12.3709 0.2 0.6 -0.3
H 2.2230 -22.3074 12.5022 -0.5 0.3 -0.8
C -4.3233 -18.5794 5.1442 1.6 0.6 0.1
O -3.9617 -17.8133 4.0098 -0.3 0.7 -0.7
C -3.4687 -16.4665 4.1537 -0.1 -1.7 0.1
C -3.3434 -15.8561 2.7820 0.2 0.2 -0.2
O -2.5342 -16.5023 1.7879 -2.3 0.0 0.6
C -1.1678 -16.5646 2.0007 0.6 0.9 -0.8
H -4.7863 -19.5019 4.7940 -0.3 0.3 0.1
H -4.8664 -18.0184 5.9048 -0.6 0.0 -0.2
H -3.3864 -18.8440 5.6343 0.1 -0.4 0.3
H -2.5069 -16.4239 4.6649 0.2 -0.3 0.3
H -4.1830 -15.8736 4.7251 -0.1 0.2 0.1
H -2.9645 -14.8481 2.9506 0.2 0.3 0.0
H -4.3696 -15.7258 2.4384 0.2 -0.3 -0.7
H -0.8313 -15.7238 2.6072 0.2 -0.3 0.8
H -0.7253 -16.3124 1.0370 0.2 -0.4 -0.2
H -0.8224 -17.5594 2.2820 0.0 0.2 0.5
C 1.7751 -8.4969 2.2024 0.3 0.3 -0.2
O 0.9054 -8.3788 3.2873 -0.3 -0.2 0.4
C 0.9399 -9.5006 4.1633 -1.8 1.1 0.2
C -0.2392 -9.3594 5.1852 1.0 -1.1 -1.0
O -1.5639 -9.4954 4.6008 1.0 0.0 1.5
C -2.4957 -9.4528 5.6928 0.0 1.4 0.0
H 1.3990 -9.2047 1.4637 0.1 -0.2 -0.1
H 2.7803 -8.7694 2.5239 0.2 -0.3 0.0
H 1.8859 -7.5267 1.7182 -0.3 0.1 0.1
H 1.8864 -9.5036 4.7039 0.1 -0.1 0.3
H 0.8378 -10.4491 3.6361 -0.1 -0.1 -0.3
H -0.0935 -8.4778 5.8093 -0.4 0.5 -0.4
H -0.0383 -10.1891 5.8630 -0.4 -0.4 0.3
H -2.4540 -10.2303 6.4556 0.2 -0.8 -0.6
H -3.5118 -9.2742 5.3409 0.1 -0.5 -0.4
H -2.2928 -8.5654 6.2922 0.2 0.4 0.0
C -4.0749 -10.9231 13.0965 0.1 -0.8 -0.3
O -2.7563 -10.4471 13.1560 -0.1 0.7 0.0
C -1.9347 -11.2496 13.9591 1.2 1.1 -0.2
C -0.5018 -10.6235 14.0001 -0.7 -0.8 -0.1
O 0.0358 -10.4908 12.6914 -0.2 -1.1 -0.1
C 1.3653 -10.0168 12.6314 -0.6 2.0 0.3
H -4.5834 -10.5228 12.2194 0.3 -0.2 -0.2
H -4.7468 -10.7164 13.9295 0.4 0.4 0.6
H -3.9452 -12.0050 13.0684 -0.8 -0.3 -0.5
H -1.8298 -12.2787 13.6156 -0.2 -0.2 -0.6
H -2.3721 -11.3301 14.9543 0.3 0.2 0.5
H 0.0631 -11.3623 14.5685 0.5 0.0 0.2
H -0.4823 -9.6816 14.5483 -0.1 0.3 -0.1
H 2.1004 -10.4512 13.3089 -0.2 -0.5 -0.1
H 1.2769 -8.9575 12.8730 0.4 0.4 0.7
H 1.7362 -9.8880 11.6146 -0.2 -1.1 -0.2
Cl 7.9576 -7.8772 8.6024 -0.1 0.1 -0.3
C 7.9438 -7.7233 6.8188 0.6 -0.3 -0.4
C 8.5664 -8.9419 6.1573 0.1 -0.5 0.6
Cl 10.2700 -9.1925 6.7013 -0.3 0.1 -0.3
H 8.5373 -6.8527 6.5399 -0.3 0.1 0.2
H 6.9092 -7.6445 6.4850 0.1 0.2 0.1
H 8.5797 -8.8986 5.0682 0.0 0.3 0.1
H 8.0233 -9.8379 6.4577 0.1 0.0 0.0
Cl 6.9029 -3.5116 1.3850 -0.1 -0.2 0.7
C 7.5708 -2.6349 0.0201 -0.9 1.5 -0.5
C 6.6880 -1.3775 -0.3305 1.1 -0.3 0.1
Cl 5.0584 -1.8348 -0.7079 -1.2 -0.4 -0.3
H 7.5376 -3.3554 -0.7971 0.3 0.4 -0.1
H 8.5718 -2.2957 0.2867 0.0 -0.2 -0.2
H 7.0553 -0.8474 -1.2092 0.4 -0.3 0.0
H 6.6051 -0.6133 0.4423 0.4 -0.4 0.4
Cl -2.8659 -2.8386 3.6656 0.0 -0.2 -0.5
C -1.7908 -2.6737 2.2309 0.1 1.4 0.1
C -1.5056 -1.1528 2.0195 -0.2 -0.4 0.3
Cl -0.6963 -0.3372 3.3908 0.2 -0.3 0.0
H -2.3019 -2.9908 1.3219 -0.2 -0.3 0.2
H -0.9388 -3.3246 2.4273 0.1 0.4 -0.1
H -2.4517 -0.6180 1.9360 -0.1 -0.3 -0.1
H -0.9252 -0.9093 1.1295 0.1 -0.5 0.1
Cl 3.9618 -14.7031 -3.9824 -0.2 1.0 0.5
C 3.5008 -12.9331 -4.1338 -0.8 -0.9 -2.0
C 3.0458 -12.7686 -5.6431 0.7 1.0 1.8
Cl 4.4275 -12.9616 -6.7213 0.1 -0.4 -0.4
H 4.3439 -12.3021 -3.8527 -0.1 -0.2 -0.2
H 2.6130 -12.7090 -3.5424 0.2 -0.3 0.3
H 2.7648 -11.7270 -5.7988 -0.4 -0.1 0.2
H 2.2110 -13.4331 -5.8660 0.3 -0.1 -0.1
Cl -1.0958 -3.1091 13.6785 0.1 1.1 1.0
C -1.1957 -4.3428 12.4613 0.2 -0.2 -0.5
C -2.0456 -3.9265 11.2920 -0.5 0.1 -0.4
Cl -3.6840 -3.4131 11.8492 0.3 -0.2 -0.4
H -1.5896 -5.2117 12.9884 0.2 -0.2 -0.5
H -0.1680 -4.4360 12.1101 -0.1 -0.7 0.0
H -2.1660 -4.7300 10.5654 -0.2 -0.3 0.3
H -1.6149 -3.1154 10.7048 0.0 0.2 0.5
Cl 4.0025 -6.4432 -4.9610 -0.9 -0.3 0.6
C 5.4661 -5.8372 -5.6437 2.0 -0.1 -0.2
C 6.6010 -6.8920 -5.6760 0.0 0.4 -0.9
Cl 7.2370 -7.4739 -4.0829 -0.6 0.3 -0.8
H 5.8625 -4.9649 -5.1241 -0.4 0.0 0.4
H 5.2373 -5.4866 -6.6501 0.2 -0.3 -0.1
H 7.4474 -6.4548 -6.2056 0.1 0.3 0.3
H 6.3532 -7.7217 -6.3380 -0.4 -0.4 0.6
Cl 5.9659 -15.0124 2.8575 0.0 -0.3 0.0
C 6.5749 -16.5708 2.1969 0.7 0.1 0.1
C 7.6204 -17.1842 3.1628 -1.1 1.0 -0.3
Cl 8.2062 -18.6622 2.4060 0.2 -0.4 0.1
H 7.0300 -16.3414 1.2334 0.1 0.0 0.1
H 5.7352 -17.2374 2.0005 0.1 0.1 0.4
H 7.1334 -17.3595 4.1220 0.2 -0.4 -0.1
H 8.4577 -16.5092 3.3403 -0.1 -0.1 -0.2
Cl -9.0748 -0.5028 8.3634 -0.2 -0.8 -0.4
C -8.6342 -1.8045 7.1785 0.3 -0.8 -0.1
C -9.2086 -3.2374 7.5425 0.2 1.8 -0.3
Cl -8.8686 -4.4604 6.2840 0.3 0.3 0.0
H -7.5450 -1.7639 7.1636 -0.1 -0.5 0.1
H -8.9335 -1.4968 6.1766 -0.4 0.0 0.2
H -10.2963 -3.1671 7.5496 0.2 0.0 0.5
H -8.7617 -3.5658 8.4809 -0.3 -0.1 -0.1
Cl -5.9584 -8.5692 -1.2804 0.1 -0.7 -0.1
C -5.1617 -9.7574 -0.1726 0.6 0.4 1.0
C -3.6544 -9.8306 -0.4577 -0.1 1.1 -1.3
Cl -3.3989 -10.6120 -2.0786 0.1 0.1 0.5
H -5.6582 -10.7268 -0.1303 -0.1 0.2 -0.5
H -5.3285 -9.2405 0.7725 0.3 -0.4 0.2
H -2.8750 -10.2042 0.2064 -0.9 -0.8 0.5
H -3.3464 -8.7912 -0.5714 0.0 0.0 -0.3
Cl 4.3714 -1.2961 9.8872 0.2 -0.3 0.1
C 4.7078 -1.7376 8.1849 -0.7 0.3 -0.3
C 3.4296 -2.3325 7.5309 1.1 0.7 0.6
Cl 3.2268 -4.0240 8.1044 -0.2 0.5 -0.4
H 5.5809 -2.3870 8.1209 -0.3 -0.2 0.2
H 4.9840 -0.7788 7.7462 -0.2 -0.1 -0.3
H 3.4996 -2.2523 6.4461 0.1 -0.6 0.0
H 2.5742 -1.7226 7.8212 0.0 -0.3 0.2
```
Positions in Å, forces in eV/Å.

Computed properties:
Spin multiplicity: 1
Gap between HOMO and LUMO, eV: 9.49
Lowest unoccupied orbital energy, eV: -0.12
Highest occupied orbital energy, eV: -9.62